Record 1
A molecular structure, C17H35AlBrO6, computed with ωB97M-V/def2-TZVPD.

Element x y z (Å)
Br  -0.437  -1.165  0.228
Al  1.928  1.539  1.759
O  1.889  -2.036  3.079
O  -0.946  2.722  6.558
O  0.271  -2.661  -6.337
O  -1.581  1.275  0.684
O  0.174  5.331  1.992
O  0.960  -4.267  -1.963
C  -3.297  2.549  6.274
C  -1.914  3.038  5.907
C  0.477  -3.073  4.681
C  2.293  -4.356  3.373
C  -0.259  5.509  0.880
C  -0.769  0.573  1.160
C  0.664  -5.121  -4.157
C  -0.184  -2.534  -8.664
C  1.585  -3.050  3.652
C  -1.805  3.932  4.697
C  0.066  0.795  2.337
C  0.610  -2.234  -7.416
C  0.362  -4.184  -3.010
C  0.155  6.697  0.042
C  1.843  -1.380  -7.571
C  -0.712  -3.148  -3.230
C  -1.236  4.532  0.283
H  -2.392  4.839  4.854
H  0.636  6.355  -0.875
H  2.877  0.256  1.516
H  1.571  -0.401  -7.969
H  1.453  -5.810  -3.859
H  2.313  -1.246  -6.599
H  -2.161  3.405  3.810
H  -0.719  7.304  -0.201
H  -1.041  -3.154  -8.407
H  -0.764  4.211  4.541
H  0.438  -3.071  -9.382
H  -1.663  -3.640  -3.446
H  3.059  -4.194  2.617
H  -2.179  5.034  0.050
H  2.553  -1.868  -8.242
H  -0.817  4.090  -0.622
H  2.767  -4.727  4.284
H  1.581  -5.094  2.999
H  -3.715  1.964  5.453
H  -0.825  -2.544  -2.331
H  1.850  2.372  0.382
H  1.001  -4.550  -5.022
H  -3.233  1.917  7.159
H  0.861  7.306  0.604
H  -0.313  -3.756  4.364
H  -3.947  3.398  6.492
H  -0.228  -5.696  -4.414
H  0.058  -2.073  4.781
H  -1.426  3.738  1.000
H  -0.433  -2.497  -4.057
H  -0.369  1.492  3.058
H  -0.544  -1.604  -9.109
H  0.260  -0.179  2.794
H  2.484  2.527  2.892
H  0.872  -3.387  5.649

Summary:
Net charge = -1
Spin multiplicity = 1



Record 2
A molecular structure, C17H35BNO4P2Sc, computed with ωB97M-V/def2-TZVPD.

Element x y z (Å)
Sc  0.378  0.443  -0.783
P  2.536  -0.916  -0.364
P  -2.050  0.959  -1.379
O  -1.514  -0.138  1.948
O  -0.580  4.780  -1.637
O  0.799  -0.482  2.239
O  1.807  3.227  -3.285
N  0.191  -0.988  -2.407
C  -2.341  2.128  -2.750
C  2.715  -2.639  0.213
C  1.322  -1.552  -2.906
C  -2.253  -0.588  -2.418
C  -1.008  -1.229  -2.997
C  1.280  -2.345  -4.042
C  -1.101  -2.094  -4.075
C  0.962  -0.856  4.538
C  0.711  1.442  3.683
C  2.633  -1.264  -2.190
C  0.282  -0.015  3.486
C  -2.138  0.790  4.027
C  4.218  -0.344  0.018
C  0.052  -2.628  -4.645
C  -1.256  -0.225  3.347
C  -1.697  -1.604  3.827
C  -3.635  1.015  -0.511
B  -0.250  -0.207  1.331
H  -2.101  -2.300  -4.462
H  -1.614  1.922  -3.556
H  -4.463  0.962  -1.230
H  4.490  0.527  -0.591
H  -2.926  -0.288  -3.247
H  0.739  -0.468  5.540
H  -3.357  1.938  -3.131
H  -0.001  -3.254  -5.539
H  2.043  -0.823  4.371
H  3.708  -3.000  -0.105
H  -2.759  -1.725  3.584
H  -1.597  -1.679  4.915
H  -1.925  1.805  3.686
H  -3.183  0.563  3.794
H  0.642  -1.899  4.464
H  -1.996  0.720  5.109
H  -0.462  4.677  -0.662
H  3.161  -0.406  -2.667
H  -2.232  3.166  -2.403
H  -3.714  0.170  0.185
H  0.226  2.153  2.999
H  2.668  -2.651  1.314
H  4.929  -1.158  -0.181
H  -2.808  -1.329  -1.806
H  0.487  1.751  4.711
H  -0.917  5.698  -1.769
H  2.617  3.383  -3.835
H  -1.118  -2.414  3.369
H  3.293  -2.150  -2.278
H  -3.712  1.965  0.037
H  1.577  4.093  -2.873
H  2.224  -2.758  -4.402
H  4.278  -0.093  1.088
H  1.799  1.512  3.536
H  1.938  -3.281  -0.232

Summary:
Net charge = +2
Spin multiplicity = 1



Record 3
7 unconnected molecules or ions with the total composition C17H35Br10NO4, computed with ωB97M-V/def2-TZVPD.

Element x y z (Å)
Br  -2.986  5.166  7.293
Br  3.570  4.827  2.924
Br  -0.873  1.545  3.861
Br  -0.131  5.373  3.602
Br  4.897  -4.632  2.584
Br  -2.551  1.882  0.586
Br  -3.283  -2.347  -0.081
Br  1.897  1.844  6.011
Br  -7.510  -3.003  -1.902
Br  0.659  -3.002  1.930
O  0.429  2.664  -3.241
O  3.175  -1.712  -4.257
O  2.420  -0.743  -2.489
O  1.527  -2.704  -3.108
N  -0.798  0.892  -3.985
C  2.137  -4.135  2.453
C  3.303  -2.732  -5.237
C  -5.155  -2.975  -0.235
C  -5.958  -2.026  -1.108
C  -2.003  5.895  5.706
C  1.722  -0.749  -1.257
C  2.183  -2.613  -6.279
C  -1.118  4.763  5.211
C  2.317  -1.796  -3.282
C  -1.501  0.153  2.619
C  3.275  3.926  4.614
C  -1.284  0.535  1.177
C  -1.881  1.194  -3.073
C  0.306  1.689  -3.943
C  3.377  -3.857  1.610
C  2.531  2.626  4.329
C  -0.867  -0.364  -4.675
H  -1.038  -0.827  2.724
H  2.629  4.549  5.232
H  4.263  -2.584  -5.716
H  -1.387  6.766  5.910
H  3.562  -2.806  1.406
H  3.117  1.851  3.851
H  1.278  0.226  -1.057
H  -0.341  -0.292  -5.627
H  1.087  1.326  -4.635
H  1.957  -1.570  -6.507
H  3.193  -3.734  -4.826
H  -6.369  -1.185  -0.559
H  -2.828  0.984  -3.586
H  -0.254  0.873  1.039
H  2.407  -0.979  -0.441
H  0.910  -1.473  -1.278
H  -2.552  0.024  2.859
H  1.836  -5.179  2.370
H  -2.763  6.109  4.966
H  -1.993  0.442  -2.274
H  -1.745  3.931  4.905
H  -1.878  2.156  -2.582
H  1.246  -3.021  -5.899
H  -1.890  -0.669  -4.910
H  1.669  2.934  3.745
H  -5.115  -3.954  -0.691
H  -5.529  -2.910  0.779
H  -0.488  -1.223  -4.114
H  4.193  3.795  5.182
H  2.449  -3.148  -7.190
H  -0.405  4.308  5.894
H  2.387  -4.075  3.511
H  -1.315  -0.302  0.478
H  3.267  -4.301  0.622
H  -5.388  -1.627  -1.941

Summary:
Spin multiplicity = 1
SMILES = CCOC(=O)OC.CN(C)C=O.BrCCBr.BrCCBr.BrCCBr.BrCCBr.BrCCBr



| no. | Kohn-Sham gap (eV) | E (hartree) |
| --- | --- | --- |
| 1 | 6.9 | -3936.65593 |
| 2 | 8.0 | -2492.35211 |
| 3 | 9.4 | -26764.59529 |